10
Properties=species:S:1:pos:R:3:forces:R:3 method="wB97M-V/def2-TZVPD" max_force_ha_per_bohr=0.0622 homo_ha=-0.3397 smiles="O=C[Si](O)(O)O" de_lowest_kj_mol=56.1 e_lumo_ev=0.35
O -2.76330 -0.48372 0.29600 0.77 1.36 0.17
C -2.09212 0.51761 0.15529 1.06 0.12 -1.54
Si 0.01861 0.49036 -0.10124 -0.63 -0.55 -0.07
O 0.55195 1.63028 -1.15383 -2.41 -0.14 2.09
O 0.58939 0.76599 1.37973 1.61 1.34 -1.03
O 0.73247 -0.95215 -0.42397 0.11 -0.82 -0.02
H -2.56003 1.57865 0.00514 0.26 -1.38 0.52
H 1.18886 1.63338 -1.82099 1.43 -0.41 -1.34
H 0.13714 0.59946 2.15703 -1.41 -0.38 2.18
H 1.18143 -1.42879 0.31553 -0.78 0.84 -0.96